1.
81
Properties=species:S:1:pos:R:3 method="wB97M-V/def2-TZVPD" lumo_ev=4.21 homo_ev=-0.62 relative_energy_ev=2.3675 charge=-2
Pt 0.5694 -0.5080 0.5627
C -2.9987 -0.5605 3.7972
Si -1.7284 -1.3330 2.5754
C -0.2307 -2.0307 3.5334
C -2.6508 -2.7290 1.6478
N -1.3382 -0.1406 1.3903
P -1.1462 1.4828 1.5315
C 0.3337 1.4839 0.5514
P 0.3943 1.9548 -1.1504
N 0.4530 0.7202 -2.1373
Si 1.4515 0.2789 -3.4413
C 3.1718 -0.4953 -3.1623
C 0.4359 -1.0051 -4.4380
C 1.7473 1.7849 -4.6278
C -1.0390 2.9629 -1.6407
C -1.2300 4.3073 -1.3440
C -2.3727 4.9515 -1.7755
C -3.3519 4.2623 -2.4808
C -3.1717 2.9136 -2.7598
C -2.0220 2.2749 -2.3534
C 1.8776 3.0102 -1.1577
C 2.0503 4.2194 -1.8198
C 3.2494 4.8999 -1.7118
C 4.2837 4.3864 -0.9446
C 4.1234 3.1602 -0.3055
C 2.9358 2.4707 -0.4226
C -0.7386 2.0853 3.1771
C -1.6523 2.7085 4.0417
C -1.2691 3.1085 5.2992
C 0.0337 2.8756 5.7494
C 0.9217 2.1799 4.9299
C 0.5449 1.7829 3.6689
C -2.6453 2.3493 1.0961
C -2.7841 3.7236 1.3548
C -3.9477 4.3749 1.0347
C -4.9864 3.6934 0.3981
C -4.8214 2.3467 0.0703
C -3.6675 1.6826 0.4040
H -3.5863 -1.3152 4.3107
H -3.6820 0.0859 3.2561
H -2.5064 0.0483 4.5478
H -0.4565 -2.9998 3.9718
H 0.0957 -1.3661 4.3300
H 0.6149 -2.1795 2.8559
H -2.8821 -3.5564 2.3122
H -2.0103 -3.0953 0.8537
H -3.5812 -2.3824 1.2066
H 3.0652 -1.3847 -2.5503
H 3.8350 0.1784 -2.6297
H 3.6568 -0.7754 -4.0960
H 0.2446 -1.8625 -3.8035
H 0.9829 -1.3477 -5.3126
H -0.5195 -0.6128 -4.7734
H 2.4759 2.4682 -4.1980
H 0.8302 2.3478 -4.7821
H 2.1151 1.4777 -5.6045
H -0.4902 4.8432 -0.7659
H -2.5131 6.0034 -1.5550
H -4.2529 4.7717 -2.8027
H -3.9366 2.3642 -3.2942
H -1.8397 1.2321 -2.5677
H 1.2424 4.6199 -2.4174
H 3.3759 5.8473 -2.2206
H 5.2146 4.9318 -0.8450
H 4.9224 2.7513 0.3003
H 2.7912 1.5019 0.0454
H -2.6643 2.8798 3.7041
H -1.9868 3.5922 5.9536
H 0.3392 3.2205 6.7277
H 1.9145 1.9515 5.2962
H 1.2221 1.2469 3.0137
H -1.9641 4.2502 1.8215
H -4.0575 5.4277 1.2664
H -5.9014 4.2118 0.1458
H -5.6140 1.8251 -0.4521
H -3.5130 0.6374 0.1782
O 2.8160 -3.3701 -0.5911
S 2.0865 -2.4703 0.2818
O 2.3444 -2.7192 1.6975
O 0.6013 -2.5487 0.0422
O 2.4485 -1.0211 -0.0266

=====

2.
35
Properties=species:S:1:pos:R:3 method="wB97M-V/def2-TZVPD" lumo_ev=0.59 homo_ev=-9.20 relative_energy_ev=4.2058
B -0.0483 -0.6242 0.3426
C -1.7472 1.1730 1.8374
C 1.4784 0.7919 -0.4139
C 0.2858 0.7308 -1.4130
C 2.8015 0.5404 -1.1342
C 1.5398 2.0695 0.3836
C 0.5303 -0.0848 -2.6913
C -0.4467 2.0311 -1.7516
C -1.8106 -2.6493 0.4076
C -0.3255 -2.2440 2.3702
C -2.2803 -0.1532 2.0818
C -0.9633 -1.6284 1.1886
N -1.3765 2.2154 1.5745
O 1.2832 -0.2955 0.4822
O -0.6869 -0.0158 -0.6546
H 3.6148 1.0620 -0.7429
H 2.6866 0.9241 -2.2399
H 2.8641 -0.6120 -1.1558
H 0.8512 2.1505 1.2455
H 1.3295 2.8909 -0.2269
H 2.5550 2.1015 0.9008
H 1.0791 0.6793 -3.2202
H -0.5060 -0.3171 -2.8760
H 0.9941 -0.9635 -2.1533
H -1.0710 2.3336 -0.9029
H -1.2900 1.8007 -2.4562
H 0.1838 2.8468 -2.1233
H -2.3377 -2.1166 -0.4156
H -1.2050 -3.3581 -0.2539
H -2.4042 -3.2974 1.0111
H 0.1748 -1.4715 3.0245
H -0.8811 -2.8109 3.0027
H 0.5426 -2.7628 2.0337
H -3.3755 -0.3917 1.8606
H -2.0392 -0.5449 3.0782

=====

3.
2
Properties=species:S:1:pos:R:3 method="wB97M-V/def2-TZVPD" lumo_ev=-5.96 homo_ev=-13.17 relative_energy_ev=6.9853
O 0.0000 0.0000 1.0076
O 0.0000 0.0000 -1.0076

=====

4.
119
Properties=species:S:1:pos:R:3 method="wB97M-V/def2-TZVPD" spin_multiplicity=2 lumo_ev="3.18 / 3.18" homo_ev="-0.38 / -2.99" relative_energy_ev=0.0000 charge=-2
Ca -0.2491 -0.8365 -1.9634
C 1.1702 -0.9675 2.3674
N 0.3875 0.0836 3.0137
C -0.3173 1.1378 2.3049
P -1.8127 0.6919 1.2442
C -2.8809 -0.1362 2.4880
C -2.4092 -1.2930 3.1113
C -3.2187 -2.0253 3.9660
C -4.5289 -1.6305 4.1958
C -5.0215 -0.5002 3.5595
C -4.2054 0.2396 2.7138
C -2.5532 2.3801 1.2583
C -2.8338 3.0808 2.4343
C -3.4346 4.3294 2.3958
C -3.7715 4.8996 1.1730
C -3.4995 4.2168 -0.0009
C -2.8949 2.9662 0.0447
C 0.3021 0.0160 4.4005
C -0.0552 1.1213 5.1922
C -0.1355 1.0162 6.5701
C 0.1495 -0.1766 7.2215
C 0.5303 -1.2653 6.4530
C 0.6102 -1.1794 5.0715
P 1.6565 -0.7654 0.5974
C 3.0174 0.4508 0.6906
C 3.7581 0.7250 -0.4611
C 4.7856 1.6539 -0.4274
C 5.0703 2.3402 0.7479
C 4.3295 2.0900 1.8898
C 3.3087 1.1461 1.8609
C 2.6055 -2.3300 0.4559
C 1.9565 -3.4518 -0.0562
C 2.6504 -4.6395 -0.2491
C 3.9964 -4.7141 0.0685
C 4.6500 -3.6050 0.5943
C 3.9585 -2.4212 0.7915
H 0.6380 -1.9292 2.3715
H 2.0970 -1.1182 2.9312
H 0.3462 1.7157 1.6511
H -0.7063 1.8221 3.0476
H -1.4060 -1.6440 2.9127
H -2.8281 -2.9215 4.4311
H -5.1661 -2.2088 4.8534
H -6.0489 -0.1927 3.7150
H -4.6111 1.1160 2.2212
H -2.6109 2.6314 3.3967
H -3.6494 4.8548 3.3187
H -4.2525 5.8697 1.1396
H -3.7591 4.6494 -0.9593
H -2.6766 2.4414 -0.8728
H -0.2479 2.0827 4.7382
H -0.4132 1.8936 7.1423
H 0.0807 -0.2520 8.2987
H 0.7667 -2.2100 6.9286
H 0.8995 -2.0560 4.5116
H 3.5428 0.2084 -1.3917
H 5.3767 1.8378 -1.3126
H 5.8747 3.0656 0.7648
H 4.5439 2.6198 2.8105
H 2.7459 0.9506 2.7661
H 0.9108 -3.4039 -0.3400
H 2.1318 -5.4792 -0.6950
H 4.5490 -5.6264 -0.1199
H 5.7101 -3.6489 0.8107
H 4.4864 -1.5539 1.1682
S -4.2276 -4.4529 -2.4042
Sb -2.0942 -3.8231 -2.1290
S -1.7079 -2.4578 -0.2961
S -0.3572 -5.1202 -2.6912
S -6.5483 2.4985 -3.2403
C -4.9932 1.6685 -2.9510
C -4.8837 0.7334 -1.9353
C -3.6498 0.1408 -1.7151
N -2.5704 0.4442 -2.4373
C -2.6907 1.3144 -3.4354
C -3.8875 1.9507 -3.7336
C -6.3753 3.8400 -2.0754
C -5.5235 4.9053 -2.3240
C -5.4582 5.9358 -1.3975
N -6.1747 5.9683 -0.2756
C -6.9829 4.9389 -0.0445
C -7.1194 3.8568 -0.9074
H -5.7376 0.4593 -1.3311
H -3.5114 -0.6042 -0.9378
H -1.7915 1.5287 -4.0022
H -3.9513 2.6378 -4.5661
H -4.9187 4.9307 -3.2209
H -4.7976 6.7784 -1.5722
H -7.5523 4.9698 0.8783
H -7.7887 3.0406 -0.6703
C 1.7679 -3.3026 -5.1504
C 1.2885 -2.2613 -4.3837
N 1.9066 -1.8342 -3.2673
C 3.0653 -2.4074 -2.9492
C 3.6771 -3.4414 -3.6866
C 2.9563 -3.9062 -4.7882
C 4.9267 -4.0508 -3.2772
C 6.0458 -3.4592 -2.7052
C 6.4471 -2.1178 -2.6311
C 7.6564 -1.7412 -1.9617
C 8.0520 -0.4422 -1.9841
N 7.3627 0.5462 -2.6268
C 6.2501 0.0996 -3.2172
N 5.7349 -1.1122 -3.2595
H 1.1971 -3.6462 -6.0031
H 0.3674 -1.7664 -4.6629
H 3.5536 -2.0671 -2.0456
H 3.3497 -4.7356 -5.3667
H 4.9674 -5.1296 -3.4074
H 6.7887 -4.1545 -2.3158
H 8.2524 -2.4908 -1.4521
H 8.9640 -0.1380 -1.4770
H 5.6722 0.8611 -3.7431
F 0.8692 2.1440 -0.9583
B 0.4974 1.4643 -2.1062
F 0.5251 2.3799 -3.1341
Se -3.8253 -1.5307 -5.7569
C -2.6204 -1.8929 -4.5205
N -1.7980 -2.1113 -3.7030

=====

5.
49
Properties=species:S:1:pos:R:3 method="wB97M-V/def2-TZVPD" lumo_ev=0.76 homo_ev=-8.24 relative_energy_ev=0.0000
O 1.6712 1.8089 2.9144
O -2.7323 -0.0552 -3.2688
O 0.5118 -2.0879 0.6674
O 0.0498 0.6553 1.1141
O -1.4610 -0.5330 -0.7584
C 4.7663 0.8301 3.5948
C -5.3698 0.5632 -2.1973
C 3.6744 1.0789 4.2667
C -4.6602 -0.4833 -1.7836
N 1.3648 -0.2444 -1.6210
C 2.3914 0.7794 3.6725
C -3.5081 -1.0208 -2.5446
C 0.8313 -2.5089 -0.6809
C 2.1185 1.8409 1.5883
C -2.2030 1.0333 -2.4774
C 1.8895 -1.6360 -1.2793
C 1.7961 0.9076 -0.7198
C 0.1090 0.1076 -2.4590
C 1.4293 0.7100 0.7821
C -1.0027 0.5851 -1.5837
C -1.8611 -1.2630 2.0045
Si -0.6408 -0.8459 0.7028
H 5.7245 1.0498 4.0151
H 4.8174 0.4534 2.5942
H -5.3321 0.7980 -3.2367
H -6.0033 1.0394 -1.5177
H 3.6708 1.6348 5.1616
H -4.6667 -0.7816 -0.7414
H 1.7273 0.5097 4.4916
H 2.4289 -0.0759 3.0512
H -2.8805 -1.7963 -1.9364
H -3.9503 -1.5920 -3.4478
H -0.0859 -2.5105 -1.2955
H 1.0452 -3.5925 -0.6385
H 3.1815 1.7858 1.5517
H 1.7316 2.8326 1.2012
H -1.7440 1.7636 -3.2073
H -3.0395 1.4636 -1.9071
H 2.2720 -2.0800 -2.1754
H 2.6610 -1.5031 -0.5549
H 2.8697 1.1119 -0.9255
H 1.3263 1.8864 -1.0804
H 0.3411 0.9595 -3.1260
H -0.1951 -0.7428 -3.0499
H 1.8984 -0.2587 1.1678
H -0.7826 1.4132 -0.9268
H -1.2298 -1.8523 2.6924
H -2.7045 -1.7775 1.4883
H -2.2455 -0.3604 2.4183

=====

6.
59
Properties=species:S:1:pos:R:3 method="wB97M-V/def2-TZVPD" spin_multiplicity=5 lumo_ev="2.63 / 2.50" homo_ev="-3.20 / -3.31" relative_energy_ev=1.0049 charge=-1
Ir -0.3063 -0.9990 0.3974
C 3.3217 -2.5731 1.7737
C 3.1687 -1.8990 0.3905
N 2.3584 -0.6861 0.4342
C 2.8884 0.3801 1.2748
C 1.7770 1.0576 2.1044
N 0.7564 0.1224 2.5473
C 1.0155 -0.5895 3.7973
C 2.2188 -1.5297 3.7420
N 2.1724 -2.5068 2.6617
H 3.5698 -3.6233 1.5858
H 4.1824 -2.1448 2.2969
H 4.1806 -1.7088 -0.0017
H 2.6718 -2.5931 -0.2855
H 2.1867 -0.3505 -0.5054
H 3.6468 -0.0377 1.9349
H 3.3887 1.1542 0.6815
H 2.2334 1.6025 2.9446
H 1.2786 1.7772 1.4582
H -0.1219 0.6179 2.6534
H 1.1841 0.1155 4.6266
H 0.1215 -1.1731 4.0216
H 3.1416 -0.9387 3.6960
H 2.2500 -2.0580 4.7042
H 1.3170 -2.4155 2.1239
S -1.8957 -1.7444 2.1496
S -2.6528 -3.5517 1.7768
S -1.4152 -4.5188 0.1631
S 0.1691 -3.3671 -0.1900
C -0.3248 -1.4510 -3.4175
C -1.7745 -0.9545 -3.3818
C -2.6417 -1.8427 -2.4767
C -1.9155 0.5113 -3.0069
C -2.5087 1.3374 -3.9430
C -2.7761 2.6754 -3.6949
C -2.4676 3.1851 -2.4434
C -1.8625 2.4219 -1.4608
C -1.5113 3.1543 -0.1732
C 0.0067 3.3774 -0.1212
C -2.0421 2.5015 1.1064
C -1.5016 1.0440 -1.7284
N -0.7467 0.3248 -0.8970
H -0.2991 -2.5007 -3.7182
H 0.1184 -1.3717 -2.4275
H 0.2686 -0.8719 -4.1301
H -2.1709 -1.0437 -4.3991
H -2.2401 -1.8525 -1.4667
H -2.6606 -2.8713 -2.8422
H -3.6660 -1.4666 -2.4352
H -2.7841 0.9173 -4.9051
H -3.2196 3.3033 -4.4578
H -2.7066 4.2212 -2.2233
H -1.9850 4.1391 -0.2409
H 0.5088 2.4143 -0.2192
H 0.3057 3.8503 0.8188
H 0.3258 4.0154 -0.9477
H -1.7046 1.4733 1.1732
H -3.1330 2.4930 1.1103
H -1.6990 3.0474 1.9914

=====

7.
93
Properties=species:S:1:pos:R:3 method="wB97M-V/def2-TZVPD" lumo_ev=2.10 homo_ev=-5.51 charge=-1
C 3.4838 -3.9296 0.4926
C 2.5433 -2.7280 0.4138
C 1.2799 -2.8738 -0.4240
Br 0.2175 -4.4183 0.2648
Al 0.1661 -1.1827 -0.6087
C -0.6060 -0.6556 1.1838
C -1.9366 -1.3268 1.5546
C -3.1461 -0.8210 0.7537
C -4.4051 -1.6132 1.0596
N -4.3565 -2.9054 0.3598
C -5.1932 -3.9626 0.8289
N -5.4777 -4.2360 2.0346
N -5.7573 -4.7582 -0.2161
H 4.5001 -3.6363 0.7797
H 3.1240 -4.6642 1.2193
H 3.5487 -4.4353 -0.4790
H 2.2620 -2.4191 1.4312
H 3.0794 -1.8758 -0.0357
H 1.5653 -3.2303 -1.4237
H -0.9866 -1.4922 -1.7278
H 1.1578 -0.0004 -1.1448
H -0.7354 0.4361 1.2390
H 0.1293 -0.9150 1.9657
H -2.1704 -1.2201 2.6250
H -1.8362 -2.4067 1.3751
H -2.9202 -0.9377 -0.3151
H -3.3092 0.2470 0.9360
H -4.4840 -1.7465 2.1507
H -5.3050 -1.0824 0.7305
H -3.3937 -3.2182 0.2816
H -4.9838 -3.6096 2.6695
H -5.8102 -4.1543 -1.0298
H -5.1063 -5.4900 -0.4836
O -5.2028 0.6048 -2.1960
S -4.0799 1.4793 -2.3744
O -3.5407 2.1472 -1.2300
O -4.4976 2.5795 -3.4618
C -5.7648 3.2405 -3.2506
C -5.6944 4.3182 -2.1898
C -2.8036 0.6996 -3.2747
H -6.5130 2.4842 -3.0103
H -6.0032 3.6592 -4.2270
H -5.5210 3.8931 -1.2035
H -6.6369 4.8686 -2.1760
H -4.8837 5.0134 -2.4079
H -3.2345 0.2401 -4.1598
H -2.3666 -0.0522 -2.6098
H -2.0569 1.4476 -3.5283
O -3.6711 -3.6181 4.4581
S -2.6890 -4.6160 4.7688
O -3.1409 -5.8551 5.3257
O -1.6081 -3.9660 5.7426
C -2.1174 -3.2119 6.8677
C -2.5972 -4.0987 7.9960
C -1.6301 -4.9095 3.4079
H -2.9042 -2.5477 6.5092
H -1.2691 -2.6018 7.1717
H -3.4851 -4.6597 7.7107
H -2.8361 -3.4772 8.8604
H -1.8204 -4.8095 8.2780
H -1.2449 -3.9661 3.0357
H -2.2381 -5.3964 2.6457
H -0.8274 -5.5650 3.7339
O 4.7263 0.4705 -0.6918
S 4.2523 1.4546 0.2296
O 3.6423 2.6492 -0.2752
O 5.4716 1.8738 1.1777
C 6.7247 2.2118 0.5334
C 6.6350 3.5358 -0.1908
C 3.2589 0.7450 1.4832
H 7.0100 1.4041 -0.1415
H 7.4326 2.2362 1.3595
H 5.9991 3.4470 -1.0669
H 7.6189 3.8653 -0.5271
H 6.2149 4.2937 0.4716
H 3.7839 -0.1212 1.8769
H 2.3095 0.4407 1.0433
H 3.0985 1.4938 2.2544
O 6.0474 4.3442 -3.5606
S 4.6546 4.6373 -3.7427
O 3.7871 3.6126 -4.2245
O 4.5499 5.9111 -4.6972
C 5.3028 5.8556 -5.9342
C 4.6281 5.0094 -6.9913
C 3.9819 5.3511 -2.2907
H 6.3085 5.5001 -5.7085
H 5.3689 6.8982 -6.2391
H 4.6195 3.9573 -6.7144
H 5.1672 5.1208 -7.9334
H 3.5972 5.3317 -7.1363
H 4.6325 6.1556 -1.9597
H 3.9354 4.5430 -1.5587
H 2.9816 5.7090 -2.5190

=====

8.
18
Properties=species:S:1:pos:R:3 method="wB97M-V/def2-TZVPD" lumo_ev=0.76 homo_ev=-8.80 relative_energy_ev=4.2367
C 0.8671 -0.6074 0.6110
C -0.3946 0.1449 0.6397
C -1.6960 -0.4410 0.1843
C -0.1287 1.6561 -0.6245
N 0.8786 -1.9859 0.1499
C 1.5877 0.3759 -0.4292
O 2.5669 1.0381 -0.0810
H 1.4499 -0.5126 1.5273
H -0.4696 0.7366 1.5505
H 0.4014 -2.0948 -0.7393
H 0.4124 -2.5929 0.8179
H 1.4297 -0.0560 -1.4292
H -2.4613 0.3309 0.0757
H -2.0602 -1.1496 0.9388
H -1.5991 -0.9607 -0.7700
H -1.0501 1.6088 -1.2118
H -0.2361 2.3905 0.1743
H 0.5018 2.1192 -1.3846

=====

The records above give, respectively, largest force on an atom values of 4.03; 4.25; 7.78; 2.01; 3.71; 1.34; 0.51; 4.63 eV/A.
The records above give, respectively, calculated total energy values of -3393.91734; -661.19311; -150.03991; -8288.26491; -1308.17303; -2621.16573; -6269.60167; -326.97565 Eh.